A cluster of 3 separate species, C21H54B2ClN5O6P in total in a non-equilibrium geometry, computed with ωB97M-V with the def2-TZVPD basis set.

Geometry as XYZ:
```
90
Properties=species:S:1:pos:R:3:forces:R:3
C 6.89192 0.32345 1.25931 -4.63 1.98 -0.97
C 5.72156 0.66716 0.76020 7.41 -2.13 3.14
P 3.99192 1.18767 0.07997 -1.44 0.78 2.03
Cl 4.69053 0.65957 -1.88242 1.10 -0.35 -2.44
C 3.53220 1.57941 1.89601 0.10 -0.35 2.28
C 2.01821 1.78486 2.30487 0.00 0.17 2.38
N 1.52532 3.23422 2.24996 -1.12 -1.02 0.14
C 2.32741 1.68175 -0.68533 -1.77 1.82 -2.00
C 1.13980 0.65555 -0.89590 -1.86 0.97 -1.63
C 1.18194 -0.21845 -2.28531 -0.47 -1.31 1.54
N 0.38035 0.42911 -3.36542 0.80 -0.26 0.35
B 3.52529 -0.71623 0.29648 -0.11 -1.78 -0.34
N 4.12048 -1.77653 -0.63385 -0.78 -0.93 2.43
O 2.60454 -1.20748 1.30564 1.24 0.30 -0.03
B 4.57303 3.02870 -0.28267 0.10 2.11 -0.05
O 3.92028 4.13714 0.44710 0.24 -1.53 -1.57
C 5.66469 3.50662 -1.38496 0.93 1.38 -1.22
C 7.16544 2.94897 -1.21312 -0.10 -0.50 -0.17
H 7.81163 0.26956 1.95241 -2.02 -0.03 -1.72
H 3.91399 0.66420 2.51408 -0.75 1.44 -1.01
H 4.14763 2.44982 2.36803 -1.10 -1.21 -1.04
H 1.23281 1.10327 1.83869 1.43 0.89 0.20
H 1.96089 1.54405 3.44932 0.14 -0.14 -1.80
H 0.50007 3.11703 2.08942 1.02 0.52 0.21
H 1.60069 3.65124 3.20082 0.04 -0.49 -1.03
H 2.60820 1.99768 -1.77928 -0.55 -0.57 1.77
H 1.87202 2.68172 -0.29140 0.84 -1.82 -0.04
H 0.21595 1.34158 -1.13148 1.43 -1.10 0.49
H 0.74904 0.05344 -0.00507 1.18 0.52 -1.12
H 0.69609 -1.23753 -1.98799 0.85 1.35 -0.52
H 2.23818 -0.46435 -2.63369 -1.35 0.66 0.48
H 0.65626 0.07204 -4.29025 -0.47 0.17 0.75
H -0.63494 0.37633 -3.20211 0.97 -0.01 -0.27
H 3.49179 -2.60587 -0.51295 0.64 0.65 -0.06
H 5.00642 -2.08882 -0.17140 -0.51 0.55 -0.92
H 3.09509 -1.78271 1.93687 -0.59 0.32 -0.89
H 3.29625 4.61073 -0.14545 0.75 -0.29 0.58
H 5.34259 3.33543 -2.49025 0.36 -0.01 1.94
H 5.77529 4.66867 -1.32414 -0.29 -1.75 0.11
H 7.43794 2.95732 -0.09594 -0.16 0.01 -1.78
H 7.87569 3.60998 -1.82441 -0.87 -0.83 1.01
H 7.28835 1.86484 -1.60980 -0.41 1.84 0.84
C -7.09014 -0.47461 -3.86925 0.15 0.00 -0.32
O -6.67921 0.33698 -4.96031 -0.33 0.05 0.41
C -7.10373 1.69733 -4.83997 0.48 0.22 -0.44
C -5.89914 2.61494 -4.61922 -0.19 -0.45 0.40
N -5.31882 2.41715 -3.28988 -0.05 0.09 -0.26
C -4.02227 3.07513 -3.11029 0.05 -0.30 0.11
C -2.85253 2.58255 -3.97775 0.25 0.30 0.44
O -2.42912 1.25737 -3.67584 -0.59 0.20 -0.45
C -3.15806 0.23843 -4.34326 0.25 -0.14 0.29
H -6.85303 -1.51135 -4.11272 0.02 0.10 -0.06
H -6.55262 -0.20275 -2.95864 -0.13 -0.01 0.18
H -8.16962 -0.39350 -3.70674 0.04 0.01 0.09
H -7.85713 1.82721 -4.05599 0.16 -0.10 0.09
H -7.57008 1.96314 -5.79374 -0.01 0.03 0.03
H -6.21854 3.65734 -4.71959 0.04 -0.02 0.02
H -5.16863 2.39967 -5.40585 -0.10 0.06 -0.23
H -5.19363 1.42327 -3.12827 -0.04 0.14 -0.04
H -3.74358 2.93207 -2.06094 0.09 0.05 -0.12
H -4.14830 4.15483 -3.25630 0.00 -0.09 -0.09
H -1.99430 3.22417 -3.75365 -0.01 -0.11 0.03
H -3.04118 2.70047 -5.05042 -0.12 -0.18 -0.01
H -3.51188 0.55335 -5.32852 -0.07 0.06 0.07
H -3.99511 -0.09413 -3.72456 -0.16 -0.05 -0.19
H -2.49467 -0.62020 -4.47454 0.05 0.10 0.02
C -1.32914 -5.60207 6.46564 -0.27 0.01 -0.27
O -2.24556 -4.85282 5.68109 0.28 0.02 0.46
C -2.29705 -3.47010 6.04468 -0.26 0.23 -0.61
C -1.71836 -2.60147 4.92556 0.36 -0.44 0.34
N -0.26932 -2.77529 4.81519 -0.29 0.04 0.01
C 0.30562 -2.17091 3.60960 0.10 -0.25 -0.08
C -0.12735 -2.74944 2.25319 0.42 0.43 -0.14
O 0.32354 -4.08273 2.02403 -0.50 0.05 0.14
C -0.52115 -5.09042 2.55529 0.45 -0.05 -0.20
H -1.46125 -6.65738 6.22174 -0.05 0.09 -0.05
H -0.29967 -5.32111 6.23476 0.13 0.01 0.18
H -1.52558 -5.46459 7.53378 0.10 0.01 0.00
H -1.80117 -3.27589 7.00151 0.14 -0.11 -0.12
H -3.35571 -3.21927 6.16418 0.02 0.02 0.02
H -1.93825 -1.55002 5.13696 0.03 -0.02 -0.03
H -2.22230 -2.87983 3.99416 -0.25 0.06 0.01
H -0.05517 -3.76704 4.80428 -0.07 0.14 0.01
H 1.39123 -2.28670 3.69123 -0.10 0.08 -0.11
H 0.10430 -1.09310 3.62139 -0.02 -0.10 -0.04
H 0.34812 -2.13987 1.47883 0.06 -0.08 0.12
H -1.20619 -2.66361 2.08048 -0.08 -0.20 0.15
H -1.57444 -4.79711 2.55508 0.03 0.06 0.10
H -0.19954 -5.35976 3.56452 -0.25 -0.07 0.12
H -0.41309 -5.98351 1.93448 0.02 0.09 -0.03
```
Positions in Å, forces in eV/Å.

The charge is -1. As for the HOMO-LUMO gap: 5.726 eV. The energy comes out at -65546.30894 eV. The HOMO energy comes out at -3.519 eV. As for the spin multiplicity: 1.